Entry i
2 unconnected molecules or ions with the total composition CH2N2O3S. Source: the OMol25 dataset; level of theory: ωB97M-V/def2-TZVPD.

Geometry as XYZ:
```
9
Properties=species:S:1:pos:R:3
C -1.069 0.988 0.930
N -0.342 1.922 0.928
N 0.001 -1.578 -1.114
O 0.760 -1.157 -0.040
O -1.829 0.186 1.237
O -0.217 0.653 -2.318
S -0.460 -0.784 -2.291
H 0.515 -1.680 0.653
H -0.307 2.747 0.384
```

Properties
Highest occupied orbital energy: -10.53 eV

Let us look at the Mulliken charges, expressed in e, one per atom: number 1, C, carries 0.531; number 2, N, carries -0.399; number 3, N, carries -0.058; number 4, O, carries -0.312; number 5, O, carries -0.403; number 6, O, carries -0.458; number 7, S, carries 0.464; number 8, H, carries 0.350; number 9, H, carries 0.285

***

Entry ii
2 unconnected molecules or ions with the total composition CH2N2O3S. Source: the OMol25 dataset; level of theory: ωB97M-V/def2-TZVPD.

Geometry as XYZ:
```
9
Properties=species:S:1:pos:R:3
C -0.946 0.605 0.900
N -2.167 -0.586 -0.687
N -1.422 -0.067 0.099
O 2.223 1.173 0.662
O 1.948 -1.243 0.297
O 1.399 0.190 -1.554
S 1.861 0.073 -0.206
H -0.740 1.249 1.753
H -2.156 -1.395 -1.263
```

Properties
Highest occupied orbital energy: -9.01 eV

Let us look at the Mulliken charges, expressed in e, one per atom: number 1, C, carries -0.232; number 2, N, carries -0.932; number 3, N, carries 0.548; number 4, O, carries -0.390; number 5, O, carries -0.362; number 6, O, carries -0.378; number 7, S, carries 1.067; number 8, H, carries 0.425; number 9, H, carries 0.255

***

Entry iii
2 unconnected molecules or ions with the total composition CH2N2O3S. Source: the OMol25 dataset; level of theory: ωB97M-V/def2-TZVPD.

Geometry as XYZ:
```
9
Properties=species:S:1:pos:R:3
C 2.048 -0.407 -0.449
N -0.352 -0.018 -0.677
N -0.632 -0.261 0.547
O -0.227 -1.473 1.005
O 2.470 0.568 -0.828
O -1.219 0.450 1.397
S -0.836 1.499 -1.278
H 0.046 -2.149 0.270
H -1.297 1.793 0.014
```

Properties
Highest occupied orbital energy (spin up / spin down): -9.33 / -9.33 eV

Let us look at the Mulliken charges, expressed in e, one per atom: number 1, C, carries 0.161; number 2, N, carries -0.501; number 3, N, carries 1.056; number 4, O, carries -0.463; number 5, O, carries -0.144; number 6, O, carries -0.685; number 7, S, carries -0.107; number 8, H, carries 0.433; number 9, H, carries 0.250

***

Q: Which of them is the least stable? A: entry ii.

***

Entry i
A single C3H3F2NO molecule. Source: the OMol25 dataset; level of theory: ωB97M-V/def2-TZVPD.

Geometry as XYZ:
```
10
Properties=species:S:1:pos:R:3
O -0.963 -1.981 -0.372
C -1.382 -0.873 -0.237
C -0.622 0.344 0.252
N 0.697 0.040 0.709
C 1.733 0.304 0.103
F 1.873 0.938 -1.074
F 2.924 0.002 0.552
H -2.432 -0.610 -0.479
H -1.177 0.747 1.105
H -0.651 1.088 -0.559
```

Properties
Highest occupied orbital energy: -10.26 eV

Let us look at the Mulliken charges, expressed in e, one per atom: number 1, O, carries -0.435; number 2, C, carries 0.043; number 3, C, carries -0.401; number 4, N, carries -0.332; number 5, C, carries 0.584; number 6, F, carries -0.200; number 7, F, carries -0.202; number 8, H, carries 0.320; number 9, H, carries 0.291; number 10, H, carries 0.333

***

Entry ii
A molecular structure, C3H3F2NO. Source: the OMol25 dataset; level of theory: ωB97M-V/def2-TZVPD.

Geometry as XYZ:
```
10
Properties=species:S:1:pos:R:3
C 1.552 0.456 0.034
C -0.673 0.629 0.273
C -0.515 -0.822 -0.349
N 0.639 1.133 0.453
O 0.715 -1.022 -0.776
F 2.810 0.476 -0.042
F -0.852 -1.718 0.673
H -1.229 1.294 -0.388
H -1.167 0.558 1.242
H -1.280 -0.985 -1.119
```

Properties
Highest occupied orbital energy: -11.04 eV

Let us look at the Mulliken charges, expressed in e, one per atom: number 1, C, carries 0.553; number 2, C, carries -0.494; number 3, C, carries 0.432; number 4, N, carries -0.281; number 5, O, carries -0.508; number 6, F, carries -0.172; number 7, F, carries -0.324; number 8, H, carries 0.282; number 9, H, carries 0.281; number 10, H, carries 0.230

***

Q: Which of them is the least stable? A: entry ii.

***

Entry i
2 unconnected molecules or ions with the total composition C4H11N2O2. Source: the OMol25 dataset; level of theory: ωB97M-V/def2-TZVPD.

Geometry as XYZ:
```
19
Properties=species:S:1:pos:R:3
C -1.755 0.590 -1.335
C 1.516 -2.217 0.914
C -0.285 0.741 -1.451
C 0.720 -1.063 0.621
N 0.211 1.781 -0.793
N 0.288 -0.443 1.719
O -0.379 2.300 0.372
O 0.403 -0.834 -0.532
H -2.046 0.006 -0.439
H -2.489 1.543 -1.350
H -2.019 -0.212 -2.053
H 0.932 -3.104 0.602
H 2.366 -1.951 0.421
H 1.706 -2.177 1.992
H 0.168 0.357 -2.339
H 0.566 -0.849 2.588
H -0.332 0.341 1.680
H 1.277 1.972 -0.903
H -0.850 3.218 0.285
```

Properties
Total charge: +1
Highest occupied orbital energy: -14.48 eV

Let us look at the Mulliken charges, expressed in e, one per atom: number 1, C, carries -0.885; number 2, C, carries -1.109; number 3, C, carries 0.058; number 4, C, carries 0.791; number 5, N, carries 0.035; number 6, N, carries -0.265; number 7, O, carries -0.395; number 8, O, carries -0.533; number 9, H, carries 0.274; number 10, H, carries 0.307; number 11, H, carries 0.344; number 12, H, carries 0.290; number 13, H, carries 0.334; number 14, H, carries 0.342; number 15, H, carries 0.325; number 16, H, carries 0.196; number 17, H, carries 0.202; number 18, H, carries 0.330; number 19, H, carries 0.358

***

Entry ii
A gas-phase ion, C4H11N2O2 (charge +1). Source: the OMol25 dataset; level of theory: ωB97M-V/def2-TZVPD.

Geometry as XYZ:
```
19
Properties=species:S:1:pos:R:3
C 1.743 -1.011 1.641
N 1.681 0.319 0.987
C 0.777 0.771 0.105
O 0.947 1.807 -0.530
C -0.612 0.154 -0.038
N -1.480 1.214 -0.601
C -0.658 -1.095 -0.887
O -1.974 -1.638 -0.704
H 1.671 -0.880 2.718
H 2.705 -1.464 1.395
H 0.999 -1.672 1.217
H 2.580 0.717 0.778
H -0.925 -0.075 0.971
H -1.307 2.068 -0.052
H -2.451 0.911 -0.683
H -1.156 1.463 -1.537
H -0.498 -0.869 -1.939
H 0.062 -1.824 -0.503
H -2.002 -2.525 -1.088
```

Properties
Total charge: +1
Highest occupied orbital energy: -14.17 eV

Let us look at the Mulliken charges, expressed in e, one per atom: number 1, C, carries -0.733; number 2, N, carries -0.174; number 3, C, carries 0.449; number 4, O, carries -0.642; number 5, C, carries -0.345; number 6, N, carries -0.270; number 7, C, carries -0.437; number 8, O, carries -0.512; number 9, H, carries 0.281; number 10, H, carries 0.323; number 11, H, carries 0.232; number 12, H, carries 0.307; number 13, H, carries 0.469; number 14, H, carries 0.359; number 15, H, carries 0.364; number 16, H, carries 0.358; number 17, H, carries 0.341; number 18, H, carries 0.302; number 19, H, carries 0.327

***

Entry iii
3 unconnected molecules or ions with the total composition C4H11N2O2. Source: the OMol25 dataset; level of theory: ωB97M-V/def2-TZVPD.

Geometry as XYZ:
```
19
Properties=species:S:1:pos:R:3
C -1.170 -1.283 -2.935
C -0.610 -0.871 -1.578
C -0.799 -1.453 -0.282
N -0.044 -0.593 0.657
C 0.518 0.418 -0.026
N 0.278 0.268 -1.322
H -1.594 -0.449 -3.496
H -1.871 -2.040 -2.629
H -0.394 -1.829 -3.602
H -1.462 -2.235 -0.100
H -0.171 -0.705 1.684
H 1.089 1.247 0.446
H 0.743 0.859 -2.169
H 1.828 0.888 2.966
H 2.697 -0.211 2.933
O 2.542 0.591 2.295
H -0.781 2.905 1.897
H -1.985 1.936 1.999
O -0.963 2.040 1.910
```

Properties
Total charge: +1
Highest occupied orbital energy: -13.60 eV

Let us look at the Mulliken charges, expressed in e, one per atom: number 1, C, carries -0.988; number 2, C, carries 0.469; number 3, C, carries -0.612; number 4, N, carries -0.009; number 5, C, carries -0.114; number 6, N, carries -0.122; number 7, H, carries 0.340; number 8, H, carries 0.295; number 9, H, carries 0.291; number 10, H, carries 0.424; number 11, H, carries 0.294; number 12, H, carries 0.337; number 13, H, carries 0.367; number 14, H, carries 0.325; number 15, H, carries 0.337; number 16, O, carries -0.651; number 17, H, carries 0.288; number 18, H, carries 0.309; number 19, O, carries -0.581

***

Q: Which of them is the least stable? A: entry i.

***

Entry i
A single C12H14O molecule. Source: the OMol25 dataset; level of theory: ωB97M-V/def2-TZVPD.

Geometry as XYZ:
```
27
Properties=species:S:1:pos:R:3
C 4.681 0.255 -0.171
C 3.815 1.350 0.108
C 4.123 -1.000 -0.313
C 2.458 1.164 0.156
C 2.735 -1.272 -0.275
C 1.876 -0.094 -0.062
C -2.386 -1.149 -0.412
C -0.682 0.527 0.212
C -1.264 -1.852 0.409
C 0.501 -0.380 -0.106
C -2.256 0.283 -0.215
C -3.109 1.417 -0.401
O 0.019 -1.659 -0.122
H 5.791 0.398 -0.250
H 4.085 2.367 0.080
H 4.954 -1.754 -0.174
H 1.696 1.939 0.306
H 2.406 -2.240 -0.592
H -2.254 -1.357 -1.446
H -3.390 -1.623 -0.292
H -1.014 0.455 1.235
H -0.525 1.642 -0.058
H -1.301 -1.505 1.430
H -1.343 -2.888 0.467
H -4.177 1.251 -0.522
H -2.972 2.186 -1.243
H -2.947 1.955 0.474
```

Properties
Highest occupied orbital energy (spin up / spin down): -6.30 / -7.10 eV

Let us look at the Mulliken charges, expressed in e, one per atom: number 1, C, carries -0.370; number 2, C, carries -0.625; number 3, C, carries -0.349; number 4, C, carries -0.218; number 5, C, carries -0.687; number 6, C, carries 0.571; number 7, C, carries -0.563; number 8, C, carries -0.680; number 9, C, carries -0.782; number 10, C, carries 0.468; number 11, C, carries 0.433; number 12, C, carries -1.501; number 13, O, carries -0.489; number 14, H, carries 0.323; number 15, H, carries 0.383; number 16, H, carries 0.225; number 17, H, carries 0.246; number 18, H, carries 0.388; number 19, H, carries 0.289; number 20, H, carries 0.405; number 21, H, carries 0.373; number 22, H, carries 0.304; number 23, H, carries 0.390; number 24, H, carries 0.458; number 25, H, carries 0.399; number 26, H, carries 0.238; number 27, H, carries 0.371

***

Entry ii
A single C12H14O molecule. Source: the OMol25 dataset; level of theory: ωB97M-V/def2-TZVPD.

Geometry as XYZ:
```
27
Properties=species:S:1:pos:R:3
O -3.409 2.216 -1.006
C -2.358 1.580 -0.901
C -2.259 0.288 -1.556
C -1.147 -0.498 -1.339
C 0.014 -0.066 -0.410
C 0.090 1.474 -0.434
C -1.233 2.064 0.015
C 1.361 -0.706 -0.895
C 1.866 -1.433 0.381
C 2.084 -0.440 1.481
C 0.868 -0.022 1.924
C -0.143 -0.669 1.025
C 0.534 -2.019 0.842
H -3.077 0.018 -2.211
H -1.048 -1.435 -1.866
H 0.889 1.891 0.184
H 0.273 1.835 -1.453
H -1.418 1.707 1.030
H -1.227 3.159 0.057
H 1.256 -1.452 -1.698
H 2.075 0.021 -1.251
H 2.657 -2.145 0.204
H 3.041 -0.111 1.966
H 0.701 0.762 2.649
H -1.121 -0.716 1.418
H 0.097 -2.710 0.083
H 0.632 -2.591 1.761
```

Properties
Highest occupied orbital energy: -9.14 eV

Let us look at the Mulliken charges, expressed in e, one per atom: number 1, O, carries -0.620; number 2, C, carries 0.367; number 3, C, carries -0.731; number 4, C, carries -0.893; number 5, C, carries 1.908; number 6, C, carries -1.288; number 7, C, carries -0.587; number 8, C, carries -1.522; number 9, C, carries -0.080; number 10, C, carries -0.581; number 11, C, carries -0.655; number 12, C, carries -0.412; number 13, C, carries -0.788; number 14, H, carries 0.446; number 15, H, carries 0.347; number 16, H, carries 0.491; number 17, H, carries 0.455; number 18, H, carries 0.293; number 19, H, carries 0.365; number 20, H, carries 0.430; number 21, H, carries 0.377; number 22, H, carries 0.628; number 23, H, carries 0.352; number 24, H, carries 0.423; number 25, H, carries 0.576; number 26, H, carries 0.330; number 27, H, carries 0.370

***

Q: Which of them is the least stable? A: entry i.